Molecular formula: C4H5NO2
Method: DFT, ωB97M-V/def2-TZVPD

XYZ file:
```
12
Properties=species:S:1:pos:R:3:forces:R:3
N 0.898 -1.065 1.347 0.0 -0.2 0.2
C -0.016 -0.386 0.477 -0.3 0.1 -0.1
C 0.475 0.039 -0.887 0.0 0.0 0.0
C -0.242 1.276 -1.368 -0.5 0.0 0.0
O -1.447 1.385 -1.321 0.6 0.0 0.0
C -1.247 -0.141 0.904 -0.5 0.1 0.3
O -2.287 0.061 1.394 0.7 -0.2 -0.4
H 0.776 -2.071 1.348 0.0 0.1 0.0
H 0.862 -0.727 2.300 0.1 0.0 -0.1
H 1.552 0.213 -0.816 -0.1 0.0 0.0
H 0.327 -0.752 -1.640 0.0 0.1 0.1
H 0.381 2.107 -1.749 0.0 -0.1 -0.1
```
Positions in Å, forces in eV/Å.

Calculated values
HOMO-LUMO gap = 9.2 eV
strongest force on any atom = 0.856 eV/A
SMILES string = NC(=C=O)CC=O
ΔE to the lowest compared entry with this formula, charge and spin = 187.0 kJ/mol
DFT total energy = -9812.377 eV